Density functional theory data (ωB97M-V with the def2-TZVPD basis set) for a cluster of 11 separate species, C44H101FN14O12PS in total at a distorted geometry.

ORCA input file:
```
! wB97M-V def2-TZVPD RIJCOSX def2/J DEFGRID3
* xyz 1 1
C 0.433 -4.413 6.079
C -0.239 -3.128 6.586
C 0.565 -2.429 7.684
C 1.999 -2.062 7.261
C 2.220 -0.560 7.106
C 1.271 0.067 6.058
C 2.032 0.141 4.722
C 0.997 0.344 3.610
C 1.529 0.903 2.268
C 1.496 -0.093 1.081
C 1.247 0.779 -0.195
N 2.015 2.007 -0.243
C 2.924 2.126 -1.382
O 0.390 -0.984 1.135
C 0.710 -2.361 1.293
C -0.518 -3.015 2.021
C -1.821 -2.241 1.888
N -1.979 -1.226 2.947
N 0.968 -3.093 0.063
C 0.059 -3.295 -0.810
C -0.685 -2.257 -1.595
C -0.269 -4.724 -1.162
C 1.945 -2.604 2.213
P 2.274 -4.419 2.524
S 3.170 -5.330 1.061
N 3.160 -1.973 1.649
C 4.203 -1.735 2.719
C 5.578 -2.305 2.353
C 6.092 -1.897 0.971
C 6.859 -0.561 0.977
O 6.639 0.141 2.203
C 2.846 -0.776 0.807
F 3.854 0.098 0.831
H -0.270 -5.015 5.506
H 1.277 -4.156 5.440
H 0.803 -4.998 6.920
H -0.337 -2.461 5.723
H -1.243 -3.380 6.922
H 0.038 -1.577 8.108
H 0.649 -3.156 8.497
H 2.664 -2.391 8.062
H 2.323 -2.623 6.383
H 2.168 -0.031 8.053
H 3.242 -0.430 6.736
H 0.424 -0.587 5.857
H 0.950 1.053 6.393
H 2.556 -0.813 4.640
H 2.760 0.952 4.763
H 0.312 1.083 4.022
H 0.420 -0.572 3.516
H 0.933 1.779 2.035
H 2.534 1.279 2.435
H 0.187 1.030 -0.252
H 1.455 0.152 -1.066
H 1.430 2.821 -0.145
H 2.523 2.805 -2.131
H 3.191 1.165 -1.811
H 3.862 2.577 -1.042
H -0.610 -4.064 1.768
H -0.278 -2.992 3.090
H -2.655 -2.932 2.003
H -1.957 -1.764 0.918
H -1.711 -0.321 2.575
H -2.965 -1.138 3.172
H -0.404 -1.247 -1.344
H -1.754 -2.420 -1.455
H -0.497 -2.452 -2.652
H 0.009 -5.361 -0.331
H 0.391 -5.022 -1.979
H -1.317 -4.851 -1.417
H 1.674 -2.173 3.175
H 3.091 -4.434 3.674
H 1.085 -5.075 2.875
H 3.572 -2.690 1.023
H 3.882 -2.305 3.585
H 4.245 -0.708 3.053
H 6.239 -1.974 3.148
H 5.501 -3.393 2.398
H 5.295 -1.835 0.232
H 6.793 -2.665 0.658
H 6.489 0.050 0.152
H 7.923 -0.720 0.808
H 6.650 1.082 1.982
H 2.805 -1.138 -0.221
O 0.056 0.334 9.695
C -0.112 0.156 10.889
N -1.126 0.761 11.559
C 0.782 -0.742 11.709
H -1.292 0.635 12.541
H -1.737 1.366 11.037
H 1.803 -0.370 11.653
H 0.744 -1.750 11.297
H 0.480 -0.781 12.755
O 0.175 2.284 -3.075
C 0.136 2.347 -4.300
N -0.364 3.430 -4.928
C 0.631 1.248 -5.200
H -0.411 3.511 -5.930
H -0.704 4.189 -4.356
H 0.070 0.338 -4.993
H 1.689 1.074 -5.002
H 0.503 1.508 -6.247
O 0.544 3.253 5.888
C -0.404 3.932 5.541
N -0.738 5.070 6.203
C -1.277 3.571 4.362
H -1.513 5.652 5.945
H -0.174 5.333 6.993
H -1.722 2.593 4.540
H -0.659 3.529 3.465
H -2.075 4.295 4.203
O -0.531 1.470 -8.067
C -0.855 1.224 -9.221
N -0.913 -0.053 -9.675
C -1.207 2.294 -10.216
H -1.169 -0.290 -10.616
H -0.681 -0.791 -9.031
H -0.353 2.953 -10.339
H -2.057 2.863 -9.839
H -1.465 1.880 -11.188
O -1.168 6.167 -3.062
C -1.173 6.050 -1.846
N -2.156 6.603 -1.093
C -0.106 5.294 -1.095
H -2.191 6.530 -0.093
H -2.881 7.114 -1.569
H 0.860 5.754 -1.295
H -0.093 4.259 -1.446
H -0.283 5.302 -0.019
O -5.827 -0.895 7.960
C -5.023 -1.656 7.454
N -3.690 -1.550 7.714
C -5.424 -2.762 6.511
H -2.999 -2.159 7.316
H -3.390 -0.819 8.338
H -5.925 -2.332 5.647
H -6.108 -3.436 7.024
H -4.564 -3.335 6.162
O 1.013 2.345 -12.108
C 1.912 1.543 -12.305
N 1.790 0.559 -13.227
C 3.215 1.584 -11.543
H 2.506 -0.117 -13.411
H 0.930 0.502 -13.748
H 3.006 1.473 -10.480
H 3.695 2.546 -11.715
H 3.897 0.792 -11.851
O -4.230 8.296 -7.166
C -3.832 7.374 -6.480
N -3.134 7.588 -5.332
C -4.076 5.928 -6.842
H -2.787 6.850 -4.743
H -2.955 8.542 -5.068
H -3.629 5.727 -7.815
H -5.149 5.753 -6.897
H -3.646 5.242 -6.111
O -6.565 -2.852 3.468
C -7.423 -2.321 2.787
N -7.581 -2.635 1.473
C -8.371 -1.284 3.338
H -8.279 -2.218 0.886
H -6.965 -3.327 1.081
H -7.794 -0.441 3.715
H -8.937 -1.723 4.157
H -9.069 -0.922 2.585
O 0.125 -1.602 -14.235
C 0.099 -2.643 -14.872
N -1.049 -3.348 -15.023
C 1.324 -3.221 -15.535
H -1.106 -4.206 -15.540
H -1.883 -2.984 -14.592
H 2.080 -3.414 -14.775
H 1.712 -2.500 -16.252
H 1.110 -4.152 -16.057
*
```

- gap between HOMO and LUMO (Eh) = 0.3227
- LUMO energy (eV) = -1.72
- energy relative to the best compared isomer or geometry (same formula, charge and spin) (kcal/mol) = 19.4

Density functional theory data (ωB97M-V with the def2-TZVPD basis set) for a cluster of 11 separate species, C44H114N6O16 in total at a distorted geometry.

ORCA input file:
```
! wB97M-V def2-TZVPD RIJCOSX def2/J DEFGRID3
* xyz 0 1
C 4.662 -3.567 -5.618
O 3.921 -2.373 -5.430
C 4.288 -1.737 -4.220
C 3.798 -0.273 -4.367
N 4.476 0.647 -3.460
C 4.034 0.651 -2.064
C 4.779 1.726 -1.251
O 3.926 2.859 -1.222
C 4.456 3.964 -0.528
H 4.669 -3.884 -6.661
H 4.308 -4.422 -5.034
H 5.705 -3.374 -5.346
H 5.370 -1.711 -4.029
H 3.964 -2.225 -3.291
H 2.722 -0.198 -4.215
H 4.044 0.113 -5.355
H 5.482 0.637 -3.522
H 4.311 -0.312 -1.617
H 2.958 0.792 -2.034
H 5.737 1.995 -1.709
H 4.979 1.347 -0.244
H 5.516 3.799 -0.296
H 3.894 4.111 0.397
H 4.498 4.898 -1.096
C -0.154 -4.851 -3.332
O -0.222 -4.943 -1.929
C -0.922 -3.873 -1.335
C -1.814 -4.223 -0.150
N -2.494 -5.500 -0.104
C -3.493 -5.670 -1.178
C -4.131 -7.032 -1.138
O -3.204 -8.027 -1.558
C -3.708 -9.320 -1.518
H 0.058 -5.882 -3.621
H 0.535 -4.089 -3.703
H -1.115 -4.651 -3.828
H -1.544 -3.305 -2.040
H -0.213 -3.124 -0.955
H -2.553 -3.417 -0.101
H -1.166 -4.059 0.718
H -1.764 -6.183 -0.301
H -2.986 -5.521 -2.141
H -4.232 -4.876 -1.069
H -4.950 -7.028 -1.864
H -4.437 -7.243 -0.110
H -4.771 -9.388 -1.780
H -3.533 -9.819 -0.556
H -3.206 -9.959 -2.251
C -0.879 -5.921 -6.923
O -0.269 -4.636 -7.022
C -1.163 -3.552 -6.783
C -0.383 -2.251 -6.664
N 0.465 -1.928 -7.799
C 1.235 -0.715 -7.542
C 0.298 0.528 -7.715
O -0.145 1.018 -6.469
C 0.789 1.804 -5.744
H -1.668 -6.222 -7.620
H -1.243 -6.098 -5.910
H -0.035 -6.555 -7.195
H -1.810 -3.734 -5.912
H -1.930 -3.569 -7.568
H 0.106 -2.062 -5.701
H -1.248 -1.574 -6.739
H 0.997 -2.763 -8.016
H 1.983 -0.671 -8.337
H 1.764 -0.795 -6.586
H -0.569 0.429 -8.371
H 0.856 1.203 -8.384
H 1.331 2.535 -6.351
H 1.551 1.232 -5.211
H 0.141 2.355 -5.064
C 0.006 -1.987 4.013
O 0.655 -1.493 5.179
C 1.894 -2.127 5.459
C 1.646 -3.112 6.625
N 2.709 -4.088 6.865
C 3.791 -3.538 7.698
C 3.447 -3.347 9.185
O 3.661 -4.602 9.808
C 3.313 -4.609 11.172
H 0.000 -3.082 4.059
H 0.447 -1.680 3.064
H -1.026 -1.678 4.154
H 2.622 -1.387 5.789
H 2.225 -2.635 4.552
H 0.734 -3.692 6.452
H 1.370 -2.565 7.537
H 2.310 -4.860 7.385
H 4.328 -2.734 7.195
H 4.569 -4.310 7.683
H 2.390 -3.092 9.316
H 4.082 -2.577 9.631
H 3.529 -3.676 11.700
H 3.699 -5.511 11.634
H 2.216 -4.660 11.263
C 1.412 8.923 5.072
O 1.007 8.233 3.926
C 0.500 9.072 2.886
C -0.115 8.194 1.830
N -1.484 7.778 2.140
C -1.681 6.975 3.324
C -3.155 6.639 3.537
O -3.794 7.638 4.330
C -5.104 7.932 3.979
H 0.532 9.270 5.630
H 2.157 9.705 4.898
H 1.875 8.244 5.794
H 1.304 9.661 2.435
H -0.223 9.791 3.282
H 0.510 7.312 1.638
H -0.195 8.748 0.893
H -1.949 7.422 1.322
H -1.345 7.393 4.267
H -1.272 5.980 3.091
H -3.267 5.654 4.004
H -3.725 6.530 2.605
H -5.332 8.345 2.989
H -5.458 8.754 4.614
H -5.804 7.122 4.217
C 0.869 2.820 1.601
C -0.612 2.698 1.218
C -0.926 3.685 0.106
C -0.493 3.401 -1.316
C -1.030 2.036 -1.677
C -0.839 0.918 -0.617
N -1.075 1.368 0.777
O -0.697 0.373 1.705
C -1.901 -0.152 -0.999
C 0.519 0.288 -0.796
C -1.445 3.076 2.455
H 1.559 2.426 0.849
H 1.034 2.301 2.551
H 1.324 3.791 1.817
H -1.993 3.946 0.142
H -0.529 4.683 0.339
H 0.591 3.349 -1.465
H -0.910 4.181 -1.953
H -0.635 1.671 -2.627
H -2.119 2.159 -1.745
H -1.733 -0.325 -2.060
H -1.714 -1.037 -0.387
H -2.897 0.219 -0.754
H 1.316 0.987 -0.531
H 0.683 -0.547 -0.109
H 0.645 -0.116 -1.802
H -0.916 3.900 2.948
H -1.404 2.280 3.201
H -2.465 3.431 2.315
H -1.508 -0.151 1.771
C -3.530 -0.087 3.183
O -3.130 -1.396 2.681
H -4.529 -0.287 3.579
H -2.872 0.297 3.953
H -3.670 0.608 2.354
H -3.609 -1.483 1.850
C -4.564 -2.858 -3.519
O -4.272 -2.596 -2.176
H -4.016 -2.305 -4.289
H -4.567 -3.932 -3.710
H -5.615 -2.578 -3.692
H -4.538 -1.706 -1.920
C -4.407 0.891 -3.874
O -5.347 0.565 -2.877
H -4.666 0.286 -4.747
H -4.472 1.969 -4.089
H -3.332 0.881 -3.684
H -6.187 0.994 -3.032
C 3.022 -2.227 0.762
O 3.235 -0.807 0.838
H 2.964 -2.424 -0.309
H 3.926 -2.664 1.177
H 2.165 -2.564 1.341
H 2.470 -0.232 0.905
C 1.310 5.148 4.900
O 1.766 5.618 3.624
H 1.164 5.912 5.658
H 0.408 4.556 4.696
H 1.964 4.367 5.305
H 1.565 6.578 3.720
*
```

- gap between HOMO and LUMO (Eh) = 0.3175
- SMILES = CC1(C)CCCC(C)(C)N1O.COCCNCCOC.COCCNCCOC.COCCNCCOC.COCCNCCOC.COCCNCCOC.CO.CO.CO.CO.CO
- LUMO energy (eV) = 0.40
- energy relative to the best compared isomer or geometry (same formula, charge and spin) (kcal/mol) = 67.4

Among the records above, which one has the highest LUMO energy?
C44H114N6O16

Which value of LUMO energy does entry 1 give?
-1.72 eV

Among the records above, which one has the lowest gap between HOMO and LUMO?
C44H114N6O16

What is the LUMO energy in the second record?
0.40 eV